# C11H28BeF3NO9S2

A molecular structure, C11H28BeF3NO9S2 (wB97M-V/def2-TZVPD, OMol25).

Each line ends with the Löwdin charge.
CARTESIAN COORDINATES (ANGSTROEM)
S (4.350, -0.428, -2.184)  0.638
S (-5.098, -2.061, -0.714)  0.630
F (-0.080, 2.225, 0.838)  0.150
F (1.742, 2.621, 1.933)  0.142
F (0.993, 3.961, 0.283)  0.193
O (1.753, -1.725, 1.119)  -0.267
O (5.136, 0.495, -2.972)  -0.254
O (2.966, -0.653, -2.989)  -0.256
O (4.933, -1.695, -1.805)  -0.300
O (-5.158, -1.758, 0.691)  -0.290
O (-3.703, -2.902, -1.006)  -0.269
O (-0.485, 3.429, 3.358)  0.161
O (-5.224, -1.040, -1.690)  -0.242
O (0.118, 5.319, 2.331)  0.057
N (4.351, -2.863, 0.932)  0.312
C (-2.249, -4.780, -0.488)  -0.059
C (-0.606, 6.205, 3.175)  -0.210
C (0.672, -1.505, 0.318)  -0.122
C (0.022, 4.006, 2.437)  -0.397
C (-1.936, 6.661, 2.624)  -0.052
C (0.695, 3.204, 1.327)  -0.551
C (3.788, 0.506, -0.681)  -0.087
C (-3.125, -3.664, 0.031)  -0.330
C (2.377, 0.531, -3.589)  -0.261
C (-6.255, -3.431, -0.919)  -0.107
C (0.899, 0.574, -3.387)  -0.056
Be (2.269, -1.407, 3.615)  1.092
H (3.664, -0.193, 0.143)  0.012
H (-3.890, -4.124, 0.667)  0.117
H (0.064, -0.669, 0.718)  0.144
H (2.880, 1.075, -0.866)  0.062
H (-1.961, 7.011, 1.591)  0.085
H (0.034, 7.044, 3.451)  0.131
H (0.990, -1.101, -0.662)  0.120
H (-2.642, -5.438, -1.256)  0.092
H (4.361, -3.310, 1.858)  0.142
H (-6.564, -3.542, -1.959)  0.075
H (-5.888, -4.417, -0.641)  0.068
H (-1.371, -4.281, -0.914)  0.060
H (-2.645, 5.833, 2.656)  0.083
H (3.448, -2.357, 0.892)  0.060
H (-2.568, -2.972, 0.673)  0.107
H (2.540, 0.560, -4.667)  0.139
H (4.584, 1.212, -0.449)  0.079
H (5.101, -2.176, 1.037)  0.155
H (-0.036, -2.323, 0.177)  0.092
H (2.855, 1.437, -3.216)  0.114
H (0.617, 0.286, -2.361)  0.053
H (0.334, -0.164, -3.951)  0.096
H (-0.806, 5.823, 4.181)  0.126
H (-1.905, -5.230, 0.444)  0.084
H (0.557, 1.608, -3.373)  0.099
H (-7.163, -3.237, -0.351)  0.077
H (-2.249, 7.483, 3.268)  0.091
H (4.513, -3.665, 0.320)  0.171

For the LUMO energy, the calculation gives -12.76 eV. The total charge is +2.